Formula: C18H33BrN6
Source: the OMol25 dataset
Level of theory: wB97M-V/def2-TZVPD

Last column: natural (NBO) charge in e.
CARTESIAN COORDINATES (ANGSTROEM)
C (-25.523, 4.447, 23.864)  -0.633
C (-26.957, 4.510, 23.371)  -0.218
N (-27.143, 3.841, 22.059)  -0.279
C (-26.516, 4.108, 20.863)  -0.053
C (-26.979, 3.208, 19.970)  -0.047
N (-27.901, 2.421, 20.631)  -0.286
C (-27.929, 2.788, 21.899)  0.249
C (-28.615, 1.296, 20.041)  -0.413
H (-25.517, 4.522, 24.949)  0.240
H (-24.887, 5.240, 23.473)  0.222
H (-25.041, 3.507, 23.588)  0.226
H (-27.244, 5.544, 23.177)  0.216
H (-27.639, 4.002, 24.050)  0.254
H (-25.663, 4.763, 20.819)  0.254
H (-26.726, 2.991, 18.947)  0.252
H (-28.514, 2.375, 22.707)  0.283
H (-29.483, 1.696, 19.510)  0.228
H (-29.059, 0.677, 20.817)  0.241
H (-27.974, 0.739, 19.369)  0.235
C (-32.365, -2.633, 32.945)  -0.623
C (-32.910, -1.892, 31.733)  -0.208
N (-31.843, -1.243, 30.958)  -0.281
C (-30.969, -0.282, 31.413)  -0.043
C (-30.153, 0.017, 30.370)  -0.047
N (-30.502, -0.794, 29.331)  -0.273
C (-31.520, -1.562, 29.715)  0.255
C (-29.853, -0.811, 28.025)  -0.437
H (-31.830, -1.938, 33.586)  0.219
H (-31.748, -3.460, 32.586)  0.227
H (-33.140, -3.122, 33.532)  0.254
H (-33.585, -1.105, 32.074)  0.220
H (-33.465, -2.507, 31.030)  0.226
H (-31.112, 0.134, 32.393)  0.252
H (-29.343, 0.721, 30.301)  0.255
H (-32.000, -2.277, 29.069)  0.250
H (-28.808, -1.073, 28.192)  0.234
H (-29.855, 0.116, 27.453)  0.276
H (-30.291, -1.586, 27.401)  0.236
C (-33.850, 6.509, 30.569)  -0.640
C (-33.400, 5.056, 30.649)  -0.201
N (-32.684, 4.617, 29.419)  -0.281
C (-31.635, 3.715, 29.354)  -0.061
C (-31.364, 3.521, 28.049)  -0.046
N (-32.276, 4.256, 27.329)  -0.274
C (-33.033, 4.921, 28.185)  0.251
C (-32.412, 4.246, 25.875)  -0.412
H (-34.865, 6.536, 30.161)  0.226
H (-33.305, 7.098, 29.831)  0.228
H (-33.846, 6.971, 31.549)  0.256
H (-34.233, 4.360, 30.723)  0.223
H (-32.690, 4.884, 31.454)  0.222
H (-31.143, 3.383, 30.251)  0.239
H (-30.667, 2.874, 27.534)  0.286
H (-33.804, 5.626, 27.921)  0.246
H (-32.950, 3.359, 25.548)  0.237
H (-31.438, 4.271, 25.397)  0.264
H (-33.024, 5.105, 25.607)  0.221
Br (-29.423, 1.786, 25.113)  -0.943

Properties
LUMO energy (hartree): -0.15932
Highest occupied orbital energy (eV): -12.2995
Frontier orbital gap (eV): 7.96
F_max (eV/Å): 1.17
Net charge: +2